No. 1
The following is a quantum chemistry calculation of C43H39BrF4GeN4Ti as an isolated structure at a distorted geometry, from the Open Molecules 2025 dataset.

**Total charge**: -2
**Orbital gap (spin up / spin down)**: 3.6 / 3.6 eV
**Energy relative to the best compared isomer or geometry (same formula, charge and spin)**: 188.1 kJ/mol
**E_LUMO (spin up / spin down)**: 0.1453 / 0.1453 Ha
**E_HOMO (spin up / spin down)**: 0.375 / 0.342 eV

Last column: Löwdin charge in e.
Atoms and positions in Å:
1 Ti 0.839 1.131 -1.068  0.83
2 C -2.636 1.467 0.172  -0.09
3 C -2.220 1.377 1.633  -0.25
4 N -0.820 1.683 1.872  -0.19
5 C -0.457 1.380 3.251  -0.25
6 C 0.253 0.038 3.320  -0.07
7 C -0.428 3.013 1.454  -0.18
8 C 1.091 3.180 1.373  -0.21
9 N 1.709 2.338 0.365  -0.07
10 C 3.040 2.289 0.386  -0.20
11 C 3.721 1.398 -0.498  -0.09
12 F 2.930 0.635 -1.360  -0.01
13 C 5.101 1.215 -0.546  -0.21
14 F 5.633 0.330 -1.439  0.06
15 C 5.941 1.922 0.293  0.01
16 C 5.334 2.828 1.150  -0.21
17 F 6.125 3.579 1.978  0.04
18 C 3.951 3.025 1.200  -0.11
19 F 3.541 4.021 2.061  0.03
20 H -3.557 0.905 0.032  0.06
21 H -1.834 1.026 -0.443  0.03
22 H -2.807 2.497 -0.136  0.05
23 H -2.363 0.347 1.965  0.09
24 H -2.883 2.028 2.249  0.11
25 H -1.351 1.366 3.899  0.11
26 H 0.212 2.154 3.637  0.10
27 H -0.442 -0.755 3.065  0.04
28 H 0.660 -0.147 4.313  0.07
29 H 1.050 0.037 2.583  0.06
30 H -0.827 3.791 2.144  0.13
31 H -0.836 3.188 0.458  0.09
32 H 1.524 2.950 2.358  0.11
33 H 1.292 4.247 1.169  0.11
34 H 7.006 1.779 0.290  0.11
35 Br -1.813 8.264 -1.228  0.60
36 C -1.318 6.421 -1.434  -0.71
37 C -2.275 5.523 -1.890  -0.17
38 C -1.917 4.223 -2.135  -0.06
39 C -0.586 3.757 -1.921  -0.33
40 C 0.344 4.713 -1.427  -0.05
41 C -0.005 6.017 -1.199  -0.15
42 N -0.171 2.514 -2.220  -0.10
43 C -0.836 1.808 -3.197  -0.19
44 C -0.365 0.565 -3.540  -0.30
45 C -0.805 -0.186 -4.676  -0.07
46 C -0.174 -1.342 -5.019  -0.13
47 C 0.919 -1.783 -4.237  -0.14
48 C 1.261 -1.060 -3.121  -0.19
49 N 0.651 0.063 -2.733  -0.11
50 H -3.297 5.848 -2.042  0.09
51 H -2.674 3.528 -2.466  0.09
52 H 1.366 4.391 -1.269  0.10
53 H 0.730 6.734 -0.853  0.09
54 H -1.577 2.303 -3.826  0.09
55 H -1.636 0.197 -5.257  0.09
56 H -0.481 -1.921 -5.884  0.08
57 H 1.451 -2.682 -4.505  0.07
58 H 2.073 -1.400 -2.484  0.10
59 C 0.128 -0.385 -0.253  -0.35
60 Ge -0.505 -2.077 0.263  0.85
61 C 0.816 -2.819 1.587  -0.27
62 C 2.088 -2.255 1.604  -0.13
63 C 3.084 -2.743 2.425  -0.10
64 C 2.823 -3.819 3.262  -0.13
65 C 1.565 -4.402 3.249  -0.12
66 C 0.581 -3.911 2.411  -0.12
67 C -0.536 -3.664 -0.980  -0.24
68 C -1.649 -4.480 -1.143  -0.12
69 C -1.595 -5.623 -1.917  -0.12
70 C -0.417 -5.977 -2.558  -0.12
71 C 0.702 -5.171 -2.410  -0.11
72 C 0.640 -4.039 -1.623  -0.12
73 C -2.347 -2.193 1.077  -0.27
74 C -2.622 -2.395 2.425  -0.13
75 C -3.915 -2.370 2.910  -0.11
76 C -4.982 -2.142 2.050  -0.12
77 C -4.728 -1.918 0.704  -0.11
78 C -3.431 -1.934 0.235  -0.15
79 H 2.275 -1.403 0.953  0.07
80 H 4.067 -2.288 2.419  0.09
81 H 3.599 -4.202 3.915  0.08
82 H 1.359 -5.247 3.896  0.09
83 H -0.394 -4.384 2.394  0.09
84 H -2.574 -4.220 -0.644  0.08
85 H -2.475 -6.249 -2.020  0.09
86 H -0.378 -6.868 -3.173  0.08
87 H 1.627 -5.434 -2.912  0.09
88 H 1.520 -3.424 -1.490  0.09
89 H -1.806 -2.586 3.110  0.08
90 H -4.101 -2.533 3.966  0.09
91 H -5.995 -2.127 2.432  0.09
92 H -5.551 -1.731 0.024  0.09
93 H -3.230 -1.744 -0.812  0.11


No. 2
The following is a quantum chemistry calculation of C39H59N8O8P2S2SiZr as an isolated structure at a distorted geometry, from the Open Molecules 2025 dataset.

**Total charge**: +1
**Orbital gap**: 7.9 eV
**Energy relative to the best compared isomer or geometry (same formula, charge and spin)**: 41.1 kJ/mol
**E_LUMO**: -0.0735 Ha
**E_HOMO**: -9.921 eV

Last column: Löwdin charge in e.
Atoms and positions in Å:
1 Zr 0.067 -0.370 -0.730  1.64
2 O -1.395 -1.198 -2.807  -0.22
3 C -0.759 -0.896 -4.036  -0.16
4 C -0.276 0.520 -3.960  -0.23
5 C -0.302 1.349 -5.069  0.00
6 C 0.203 2.635 -4.969  -0.03
7 C 0.721 3.052 -3.756  -0.02
8 C 0.699 2.167 -2.694  -0.11
9 N 0.208 0.928 -2.778  0.03
10 H -1.469 -2.165 -2.707  0.03
11 H -1.449 -1.017 -4.878  0.13
12 H 0.103 -1.560 -4.188  0.13
13 H -0.719 0.982 -5.995  0.12
14 H 0.182 3.300 -5.821  0.12
15 H 1.113 4.047 -3.610  0.12
16 H 1.083 2.467 -1.727  0.08
17 N 4.330 -3.207 -1.643  0.17
18 C 3.312 -2.559 -0.724  -0.45
19 C 3.612 -2.972 0.713  -0.07
20 P 3.487 -0.716 -0.900  0.39
21 O 3.893 -0.717 -2.469  -0.13
22 O 4.559 -0.205 -0.035  -0.25
23 O 2.119 -0.039 -0.823  -0.45
24 P 1.685 -3.246 -1.358  0.37
25 O 1.091 -3.935 -0.073  -0.17
26 O 2.088 -4.197 -2.426  -0.27
27 O 0.812 -2.071 -1.782  -0.46
28 H 5.062 -3.680 -1.108  0.17
29 H 4.746 -2.516 -2.275  0.14
30 H 3.757 -3.883 -2.207  0.11
31 H 4.569 -2.557 1.028  0.09
32 H 3.614 -4.060 0.805  0.10
33 H 2.832 -2.599 1.373  0.06
34 H 4.265 0.116 -2.758  0.09
35 H 0.113 -3.872 0.024  -0.02
36 C -0.019 -3.817 3.391  -0.05
37 C -0.393 -2.374 3.700  -0.19
38 N 0.739 -1.448 3.595  -0.06
39 C 1.524 -1.228 4.817  -0.19
40 C 2.851 -1.969 4.831  -0.05
41 C 1.062 -0.892 2.418  -0.40
42 C 2.164 0.106 2.340  0.01
43 N 0.435 -1.217 1.311  -0.03
44 H -0.917 -4.431 3.337  0.09
45 H 0.630 -4.228 4.163  0.07
46 H 0.495 -3.899 2.432  0.06
47 H -0.776 -2.288 4.717  0.12
48 H -1.195 -2.026 3.045  0.11
49 H 0.900 -1.569 5.642  0.12
50 H 1.670 -0.158 4.968  0.11
51 H 2.704 -3.028 4.624  0.07
52 H 3.316 -1.876 5.810  0.08
53 H 3.545 -1.569 4.096  0.07
54 H 2.273 0.697 3.243  0.09
55 H 1.978 0.778 1.506  0.04
56 H 3.113 -0.390 2.134  0.08
57 H -0.225 -1.979 1.446  -0.06
58 C -1.000 -7.523 -1.191  -0.02
59 C -1.607 -6.224 -1.613  -0.31
60 C -2.260 -6.077 -2.837  0.00
61 C -2.717 -4.817 -3.151  -0.10
62 N -2.584 -3.779 -2.327  0.00
63 C -1.983 -4.022 -1.151  -0.76
64 S -1.840 -2.672 -0.046  0.66
65 N -1.468 -5.197 -0.783  0.10
66 H -1.441 -8.363 -1.721  0.08
67 H -1.120 -7.659 -0.118  0.09
68 H 0.070 -7.506 -1.406  0.09
69 H -2.384 -6.907 -3.515  0.11
70 H -3.203 -4.620 -4.100  0.12
71 C -5.359 1.891 -0.786  -0.02
72 N -5.129 0.582 -1.369  -0.12
73 C -6.098 -0.226 -1.934  -0.04
74 C -5.493 -1.378 -2.289  -0.05
75 N -4.164 -1.253 -1.947  0.08
76 C -3.945 -0.068 -1.357  -0.66
77 S -2.538 0.634 -0.691  0.71
78 H -6.388 2.174 -0.988  0.09
79 H -4.682 2.620 -1.226  0.08
80 H -5.188 1.856 0.289  0.09
81 H -7.112 0.102 -2.044  0.12
82 H -5.878 -2.257 -2.763  0.12
83 H -3.500 -2.030 -1.951  0.06
84 C -1.409 4.420 2.862  -0.08
85 C -1.102 2.967 2.466  -0.58
86 C -2.452 2.279 2.232  -0.12
87 C -0.407 2.240 3.624  -0.08
88 Si -0.039 2.906 0.895  0.55
89 O -0.030 1.392 0.197  -0.55
90 C 1.758 3.369 1.274  -0.22
91 C 2.777 2.875 0.454  -0.11
92 C 4.110 3.207 0.647  -0.07
93 C 4.466 4.065 1.674  -0.08
94 C 3.481 4.574 2.505  -0.08
95 C 2.151 4.227 2.307  -0.10
96 C -0.637 4.215 -0.313  -0.22
97 C -0.082 5.497 -0.239  -0.08
98 C -0.508 6.522 -1.072  -0.08
99 C -1.503 6.287 -2.009  -0.09
100 C -2.064 5.022 -2.106  -0.09
101 C -1.635 4.002 -1.268  -0.12
102 H -2.026 4.415 3.766  0.09
103 H -1.968 4.933 2.082  0.08
104 H -0.532 5.024 3.077  0.06
105 H -3.066 2.384 3.132  0.09
106 H -2.346 1.215 2.016  0.04
107 H -2.998 2.726 1.400  0.06
108 H -1.043 2.272 4.513  0.09
109 H 0.553 2.679 3.888  0.07
110 H -0.242 1.187 3.384  0.06
111 H 2.538 2.171 -0.330  0.06
112 H 4.868 2.778 0.007  0.10
113 H 5.503 4.328 1.832  0.10
114 H 3.746 5.240 3.316  0.11
115 H 1.421 4.640 2.984  0.08
116 H 0.706 5.705 0.472  0.10
117 H -0.061 7.503 -0.990  0.10
118 H -1.836 7.084 -2.659  0.10
119 H -2.836 4.829 -2.839  0.10
120 H -2.079 3.019 -1.369  0.02